ORCA calculation (wB97M-V/def2-TZVPD) on a structure of composition C42H35CeN4P2.

2S+1: 2
Total charge: +2
E_LUMO (spin up / spin down): -0.23438 / -0.23286 Ha
Highest occupied orbital energy (spin up / spin down): -12.64 / -12.64 eV
⟨S²⟩: 0.75

The geometry in XYZ format:
```
84
Properties=species:S:1:pos:R:3:forces:R:3
Ce -0.106 0.768 0.735 0.280 -0.446 -0.450
C 0.609 1.922 -2.277 -0.066 0.042 0.156
P 1.950 1.656 -1.018 0.587 0.154 -0.676
C 2.966 0.291 -1.647 0.027 -0.080 0.010
C 4.351 0.396 -1.722 0.051 -0.021 -0.032
C 5.109 -0.696 -2.126 0.014 0.009 0.003
C 4.494 -1.898 -2.444 0.034 -0.020 0.003
C 3.112 -2.016 -2.360 -0.014 0.079 0.018
C 2.352 -0.927 -1.961 0.117 0.019 -0.022
C 2.985 3.126 -1.008 -0.038 0.079 0.131
C 3.341 3.787 -2.183 0.053 0.052 -0.058
C 4.183 4.888 -2.127 -0.023 -0.033 0.000
C 4.678 5.328 -0.905 -0.008 0.008 -0.019
C 4.334 4.670 0.267 -0.026 -0.031 -0.011
C 3.486 3.572 0.215 0.029 0.051 -0.047
C -0.558 2.608 -1.629 -0.041 -0.163 0.153
C -1.013 3.886 -1.779 -0.152 0.222 -0.004
C -2.153 4.027 -0.936 0.055 0.255 -0.158
C -2.337 2.837 -0.293 -0.053 -0.149 -0.180
C -3.315 2.521 0.787 0.139 0.018 0.014
P -2.766 2.794 2.564 0.098 -0.014 -0.059
C -1.548 4.138 2.441 -0.001 0.093 0.047
C -1.827 5.289 3.177 0.000 0.035 0.011
C -0.976 6.391 3.131 -0.036 -0.047 0.011
C 0.167 6.349 2.353 0.049 -0.002 -0.035
C 0.468 5.205 1.614 -0.032 0.099 0.025
C -0.389 4.123 1.658 0.086 0.203 0.205
C -1.652 1.339 2.823 -0.404 0.151 0.626
C -0.357 1.456 3.355 -0.144 -0.001 0.613
C 0.418 0.326 3.623 -0.084 0.075 0.305
C -0.092 -0.948 3.393 -0.067 0.008 0.107
C -1.403 -1.084 2.935 -0.038 0.039 0.068
C -2.165 0.042 2.648 -0.145 0.027 0.267
N -1.376 1.925 -0.714 -0.083 0.083 0.193
H 0.992 2.523 -3.099 0.033 -0.008 -0.064
H 0.327 0.954 -2.691 0.002 -0.093 -0.073
H 4.841 1.330 -1.477 0.003 -0.027 -0.010
H 6.186 -0.603 -2.198 -0.047 -0.003 0.009
H 5.091 -2.744 -2.762 -0.026 0.037 0.010
H 2.630 -2.951 -2.618 -0.001 0.023 0.007
H 1.273 -1.030 -1.925 -0.103 0.008 -0.013
H 2.981 3.444 -3.147 0.015 0.014 0.062
H 4.459 5.399 -3.040 -0.008 -0.008 0.022
H 5.337 6.186 -0.868 -0.021 -0.034 -0.008
H 4.726 5.009 1.217 -0.009 -0.010 -0.010
H 3.218 3.058 1.132 -0.006 -0.011 0.021
H -0.593 4.634 -2.437 -0.049 -0.049 0.044
H -2.756 4.916 -0.806 0.076 -0.076 -0.033
H -4.194 3.155 0.682 -0.043 0.045 -0.022
H -3.682 1.494 0.728 -0.050 -0.055 -0.034
H -2.720 5.326 3.791 0.040 0.002 -0.018
H -1.211 7.276 3.708 0.002 -0.045 -0.029
H 0.829 7.205 2.314 -0.035 -0.045 0.005
H 1.353 5.171 0.990 -0.039 0.008 0.030
H -0.120 3.271 1.043 -0.058 0.038 -0.224
H 0.021 2.433 3.619 0.099 0.089 -0.132
H 1.395 0.443 4.074 0.054 0.010 -0.074
H 0.489 -1.822 3.656 0.030 -0.019 -0.091
H -1.843 -2.070 2.841 0.039 0.009 -0.105
H -3.197 -0.083 2.342 0.010 -0.027 -0.108
N -3.091 -5.891 -1.272 -0.093 0.023 -0.053
C -3.093 -7.265 -1.173 -0.180 0.109 -0.108
C -3.964 -8.244 -1.666 0.045 0.117 0.030
C -3.643 -9.544 -1.360 0.054 -0.083 0.044
C -2.500 -9.875 -0.593 -0.088 -0.013 -0.053
C -1.653 -8.909 -0.116 0.080 0.034 0.039
C -1.959 -7.573 -0.416 0.266 -0.090 0.135
N -1.282 -6.421 -0.078 -0.040 -0.212 0.032
C -1.983 -5.449 -0.599 -0.006 0.202 -0.050
C -1.596 -4.053 -0.450 -0.043 -0.196 0.003
C -2.360 -2.981 -0.910 -0.119 0.008 -0.066
C -1.920 -1.692 -0.702 -0.050 0.007 -0.043
N -0.769 -1.412 -0.076 -0.027 -0.480 -0.284
C -0.017 -2.450 0.341 0.039 -0.034 -0.012
C -0.385 -3.758 0.193 0.038 -0.137 -0.057
H -3.761 -5.340 -1.780 0.004 -0.010 0.002
H -4.840 -7.998 -2.252 0.047 -0.002 0.028
H -4.283 -10.342 -1.714 0.029 0.025 0.014
H -2.298 -10.918 -0.383 -0.014 0.035 -0.011
H -0.776 -9.155 0.469 -0.044 0.015 -0.027
H -3.300 -3.129 -1.426 0.028 0.007 0.021
H -2.496 -0.845 -1.051 -0.046 0.065 -0.014
H 0.931 -2.206 0.811 0.073 0.011 0.066
H 0.240 -4.567 0.548 -0.024 0.026 -0.016
```
Positions in Å, forces in eV/Å.

Atom charges from the Mulliken analysis, given in e for atoms 1 to 4: 0.428, -1.171, 1.285, 1.114

---

ORCA calculation (wB97M-V/def2-TZVPD) on the ion C2H7N4O with charge +1.

Energy above the lowest of the compared OMol25 structures with the same formula, charge and spin: 615.9 kJ/mol
Total charge: +1
E_LUMO: -0.17673 Ha
Highest occupied orbital energy: -14.55 eV
SMILES: [H]/N=C1/CO[NH2+]N1N

The geometry in XYZ format:
```
14
Properties=species:S:1:pos:R:3:forces:R:3
C -0.848 0.349 0.384 1.255 1.929 1.062
C -0.385 1.404 -0.584 -2.659 2.637 0.225
N -1.558 0.480 1.425 -0.451 -0.301 -1.466
N -0.086 -0.749 0.087 0.952 -4.485 -0.857
N 0.615 -1.370 0.981 1.093 0.867 3.722
N 0.911 -0.239 -1.274 -3.371 2.310 0.968
O 0.949 1.183 -0.886 0.680 -2.446 -1.930
H -1.047 1.304 -1.532 0.942 0.693 1.363
H -0.419 2.431 -0.057 -0.262 -1.534 -1.233
H -1.782 -0.437 1.814 0.264 0.137 0.522
H 0.895 -0.938 1.939 -0.617 0.148 -2.492
H 0.643 -2.365 1.146 -0.662 -0.379 -1.245
H 1.853 -0.535 -1.343 1.272 -0.738 0.092
H 0.259 -0.518 -2.099 1.566 1.161 1.268
```
Positions in Å, forces in eV/Å.

Atom charges from the Mulliken analysis, given in e for atoms 1 to 4: 0.413, -0.250, -0.549, 0.152

---

ORCA calculation (wB97M-V/def2-TZVPD) on the ion C4H10NO with charge -1.

Energy above the lowest of the compared OMol25 structures with the same formula, charge and spin: 130.4 kJ/mol
Total charge: -1
E_LUMO: 0.15661 Ha
Highest occupied orbital energy: -2.64 eV
SMILES: C[C@@H](N)CC[O-]

The geometry in XYZ format:
```
16
Properties=species:S:1:pos:R:3:forces:R:3
C 0.987 -1.586 -0.100 1.257 -0.102 2.161
C 0.490 -0.088 -0.228 3.286 -1.189 2.203
C -0.952 0.059 0.135 -2.004 -1.267 0.377
C -1.118 1.424 1.151 -1.962 -1.928 -0.930
O -0.372 1.420 2.214 0.786 0.213 -0.091
N 1.126 0.341 -1.481 -1.159 1.667 0.350
H 0.797 -1.935 0.987 0.168 0.341 -1.767
H 2.117 -1.773 -0.293 -1.641 0.813 0.314
H 0.498 -2.278 -0.792 -0.438 0.190 0.024
H 0.976 0.587 0.609 -0.351 -1.573 -1.256
H -1.320 -0.986 0.659 0.780 2.607 -0.919
H -1.565 0.124 -0.816 0.219 0.217 0.852
H -2.249 1.418 1.415 0.719 0.095 -0.599
H -1.004 2.204 0.338 0.263 0.369 0.378
H 0.791 -0.255 -2.233 -0.275 0.478 -0.248
H 0.799 1.325 -1.564 0.351 -0.932 -0.847
```
Positions in Å, forces in eV/Å.

Atom charges from the Mulliken analysis, given in e for atoms 1 to 4: -1.430, 0.544, -0.978, -0.378

---

ORCA calculation (wB97M-V/def2-TZVPD) on a structure of composition C9H25AlO10S3.

Energy above the lowest of the compared OMol25 structures with the same formula, charge and spin: 185.5 kJ/mol
Total charge: +2
E_LUMO: -0.50306 Ha
Highest occupied orbital energy: -16.90 eV

The geometry in XYZ format:
```
48
Properties=species:S:1:pos:R:3:forces:R:3
Al -24.892 13.722 -35.164 0.353 1.016 0.454
O -24.471 14.846 -32.562 0.158 -0.432 -0.402
H -24.173 15.701 -32.191 0.009 0.136 -0.235
O -24.261 16.195 -27.359 -0.141 0.001 -0.796
S -24.115 16.089 -28.782 1.295 -0.674 1.218
O -24.953 16.883 -29.642 0.038 -0.157 -0.554
O -22.613 16.469 -29.178 -1.050 0.579 -0.259
C -21.484 15.843 -28.519 0.665 -0.652 0.367
C -20.381 16.843 -28.273 -0.275 1.112 -0.920
C -24.136 14.336 -29.233 -0.626 1.324 0.218
H -21.178 15.058 -29.216 0.130 -0.149 0.280
H -21.789 15.421 -27.561 -0.205 -0.120 -0.152
H -20.029 17.283 -29.211 -0.098 -0.161 -0.106
H -19.484 16.454 -27.799 -0.311 -0.343 0.313
H -20.792 17.691 -27.723 0.180 -0.172 0.352
H -23.612 13.872 -28.402 0.169 -0.398 -0.341
H -23.679 14.308 -30.222 0.246 -0.363 0.027
H -25.172 14.009 -29.287 0.008 -0.030 0.130
O -22.713 15.484 -34.812 -1.141 -0.211 -0.091
S -21.498 15.902 -34.146 2.764 -0.979 1.074
O -20.327 16.193 -34.931 -1.534 0.448 0.500
O -21.924 17.076 -33.133 0.231 -0.624 -0.506
C -21.425 18.416 -33.386 0.729 1.637 -0.866
C -22.173 19.457 -32.589 -0.646 -0.650 0.090
C -21.006 14.590 -32.974 -1.714 0.840 0.032
H -21.450 18.634 -34.459 -0.468 -0.226 -0.084
H -20.348 18.496 -33.199 0.019 -0.585 0.429
H -21.972 20.486 -32.881 0.642 -0.163 -0.130
H -21.977 19.326 -31.526 -0.161 0.122 0.086
H -23.237 19.365 -32.826 0.190 -0.078 0.475
H -20.678 13.723 -33.539 0.513 0.271 -0.134
H -21.924 14.293 -32.460 -0.009 0.050 0.013
H -20.345 15.016 -32.227 0.471 -0.133 -0.346
O -25.508 16.739 -34.781 0.462 -0.347 0.422
S -25.478 18.005 -34.076 -1.496 1.021 0.311
O -24.490 19.010 -34.371 -0.717 -1.002 0.104
O -26.951 18.574 -34.243 1.026 -0.501 0.003
C -27.232 19.908 -33.731 -0.668 1.396 -0.964
C -28.729 20.129 -33.878 -0.017 -0.113 0.604
C -25.504 17.627 -32.282 -0.002 0.040 0.171
H -26.760 20.668 -34.357 0.493 -0.412 -0.075
H -26.859 20.043 -32.718 -0.143 -0.258 0.134
H -29.248 19.540 -33.122 -0.302 0.052 -0.198
H -29.110 19.918 -34.875 0.266 -0.373 -0.021
H -28.961 21.185 -33.736 0.173 -0.008 0.324
H -26.016 16.685 -32.096 0.267 -0.098 -0.479
H -26.080 18.333 -31.686 0.157 0.508 -0.432
H -24.464 17.680 -31.955 0.070 -0.142 -0.040
```
Positions in Å, forces in eV/Å.

Atom charges from the Mulliken analysis, given in e for atoms 1 to 4: 1.209, -0.268, 0.143, -0.537

---

ORCA calculation (wB97M-V/def2-TZVPD) on the molecule C4H8OS.

Energy above the lowest of the compared OMol25 structures with the same formula, charge and spin: 280.3 kJ/mol
E_LUMO: 0.03015 Ha
Highest occupied orbital energy: -9.24 eV

The geometry in XYZ format:
```
14
Properties=species:S:1:pos:R:3:forces:R:3
C -2.709 -0.545 -0.387 -0.991 -1.707 -3.871
C -1.994 -0.260 0.631 2.005 2.953 3.065
C 1.997 0.787 -0.044 -0.509 2.880 2.993
C 0.650 -0.017 0.129 2.141 4.244 -1.598
O -0.861 1.903 -0.663 -0.219 0.568 -0.066
S -0.655 1.153 0.593 -0.900 -2.203 -1.084
H -3.575 -1.251 -0.264 0.873 0.899 -0.411
H -2.324 -0.285 -1.450 -1.066 -0.147 1.838
H -2.280 -0.427 1.666 0.047 -0.417 -0.107
H 1.923 1.535 -0.814 -0.366 0.002 -0.666
H 2.224 1.572 0.912 -0.751 -2.406 -2.098
H 2.935 0.291 -0.200 0.100 -0.931 0.013
H 0.727 -0.697 0.847 0.339 -3.130 3.062
H 0.412 -0.434 -0.807 -0.703 -0.605 -1.071
```
Positions in Å, forces in eV/Å.

Atom charges from the Mulliken analysis, given in e for atoms 1 to 4: -0.482, -0.286, -1.128, -0.529